# 1
# C40H41F5N9O4SSn

A structure of composition C40H41F5N9O4SSn (wB97M-V/def2-TZVPD, the Open Molecules 2025 dataset).

The calculation puts the gap between HOMO and LUMO at 6.78 eV. The charge is -1. Its molecular weight is 957.60 u. For the total energy, the calculation gives -3454.50620 a.u.

Element x y z (Å)
Sn: 0.163029 -0.907281 0.496285
C: 0.228493 -3.295960 -3.016609
C: 0.884423 -4.269388 -2.034575
C: 1.015918 -3.774500 -0.584264
N: -0.150256 -3.055204 -0.096411
C: -1.271646 -3.671728 0.184139
C: -1.429448 -5.074949 0.079785
C: -2.539062 -5.891347 0.178221
C: -3.876214 -5.580401 0.377101
C: -4.366837 -4.308494 0.636152
C: -3.700339 -3.115260 0.821326
C: -2.321682 -2.781377 0.769895
N: -1.853215 -1.641099 1.204157
C: -2.638620 -0.771867 2.060732
C: -3.252065 0.420405 1.331309
C: -2.164864 1.370669 0.825670
N: -1.329319 0.768619 -0.201541
C: -1.552017 0.953261 -1.468297
C: -2.719023 1.618059 -1.962872
C: -2.993276 2.200247 -3.175160
C: -2.208103 2.304249 -4.324420
C: -0.981828 1.693965 -4.498372
C: -0.264890 0.838845 -3.671893
C: -0.492999 0.370878 -2.356051
N: 0.276564 -0.509552 -1.758775
C: 1.432384 -1.076169 -2.441942
C: 1.101195 -2.137357 -3.493736
H: -0.691528 -2.900868 -2.577581
H: -0.074371 -3.864751 -3.900300
H: 1.884973 -4.535301 -2.392597
H: 0.298549 -5.190677 -2.043276
H: 1.874522 -3.109104 -0.481278
H: 1.242016 -4.621583 0.072807
H: -0.505953 -5.605119 -0.106386
H: -2.323538 -6.947871 0.046777
H: -4.589588 -6.393851 0.340216
H: -5.445780 -4.237946 0.740912
H: -4.342330 -2.275722 1.054836
H: -1.948846 -0.386487 2.813379
H: -3.403860 -1.339831 2.595788
H: -3.896109 0.963566 2.030842
H: -3.874780 0.077685 0.497885
H: -1.495041 1.597499 1.659957
H: -2.593807 2.317685 0.484379
H: -3.510125 1.707970 -1.230070
H: -3.969239 2.673558 -3.233932
H: -2.603847 2.882077 -5.149822
H: -0.505860 1.876066 -5.458674
H: 0.638150 0.454413 -4.125367
H: 2.086837 -1.499665 -1.680822
H: 2.022649 -0.279974 -2.913960
H: 2.049911 -2.529601 -3.876901
H: 0.595903 -1.659465 -4.337223
O: 5.712840 -0.088572 0.372771
C: 4.600677 -0.840022 0.530185
O: 4.191636 -1.558363 -0.343872
C: 3.981826 -0.665563 1.883115
C: 4.329127 0.403493 2.700163
C: 3.652209 0.545238 3.896886
C: 2.653868 -0.360064 4.214260
C: 2.381205 -1.388923 3.322056
N: 3.050052 -1.557041 2.187891
C: 1.279104 -2.397634 3.581196
O: 0.177187 -1.926868 4.157862
O: 1.421448 -3.551945 3.275103
H: 6.006291 -0.237977 -0.536090
H: 5.066410 1.121072 2.376178
H: 3.866930 1.371933 4.560682
H: 2.080025 -0.255554 5.123828
H: 0.123235 -0.929550 4.171207
F: -5.819295 2.459234 4.880659
C: -4.510527 2.205340 4.720556
C: -3.961568 1.019018 5.172682
F: -4.749284 0.118688 5.780091
C: -2.613365 0.766811 4.999691
F: -2.148565 -0.408327 5.446124
C: -1.740680 1.654861 4.367360
S: -0.072394 1.290808 4.054410
C: -2.339467 2.845192 3.933826
F: -1.606566 3.776103 3.303387
C: -3.683578 3.123210 4.100001
F: -4.198468 4.279468 3.651572
C: 2.911069 2.899611 -3.729332
C: 2.757503 4.354636 -3.302770
C: 4.111813 5.047844 -3.181762
C: 1.913166 4.474912 -2.029452
N: 2.319528 3.565626 -0.968547
C: 1.619502 2.587230 -0.380982
N: 2.381321 1.999475 0.504928
N: 3.565542 2.641226 0.456163
N: 3.545752 3.575491 -0.427543
H: 3.412000 2.837353 -4.696744
H: 1.943331 2.402791 -3.808188
H: 3.514864 2.347391 -3.005136
H: 2.177375 4.879556 -4.069982
H: 4.738401 4.553134 -2.440677
H: 3.997805 6.091009 -2.879514
H: 4.629686 5.028624 -4.142682
H: 0.874221 4.222370 -2.245318
H: 1.946064 5.494415 -1.642567
H: 0.595533 2.333279 -0.603119

Cartesian forces (eV/Å) of the 2 atoms listed first:
Sn -0.032 0.170 0.217
C 0.036 -0.010 0.017


# 2
# C40H41I2N8O4SW

A structure of composition C40H41I2N8O4SW (wB97M-V/def2-TZVPD, the Open Molecules 2025 dataset).

The calculation puts the gap between HOMO and LUMO (alpha / beta) at 6.16 / 6.16 eV. The charge is +1. Its molecular weight is 1167.54 u. For the total energy, the calculation gives -3348.45644 a.u.

Element x y z (Å)
W: -0.116155 -0.291700 -0.737415
C: 0.910718 2.914756 -1.530098
N: 0.522109 1.569121 -1.963577
C: 0.680041 1.343868 -3.232611
C: 0.497151 0.045702 -3.725606
C: 0.568167 -0.529538 -4.996862
C: 0.323424 -1.890270 -4.809059
C: 0.113066 -2.080486 -3.437426
N: 0.223334 -0.915454 -2.784999
C: 2.202980 2.997207 -0.758002
C: 3.293788 2.202308 -1.084745
C: 4.475639 2.306483 -0.373159
C: 4.587046 3.216862 0.671476
C: 3.509087 4.027437 0.992385
C: 2.320910 3.913353 0.278671
H: 0.107037 3.351412 -0.933036
H: 1.001575 3.546283 -2.418072
H: 0.977164 2.144876 -3.907087
H: 0.782339 -0.011222 -5.918584
H: 0.308392 -2.661362 -5.562492
H: -0.068593 -3.003493 -2.909581
H: 3.202970 1.479039 -1.887557
H: 5.312548 1.665534 -0.620419
H: 5.508810 3.288459 1.233032
H: 3.590197 4.750996 1.793673
H: 1.481690 4.558888 0.525127
I: -1.551122 -5.209906 -0.229543
C: -2.524526 -3.695657 -1.262812
C: -3.766094 -3.917380 -1.896815
C: -4.422341 -2.904833 -2.540964
I: -6.252313 -3.319646 -3.452647
C: -3.877395 -1.593319 -2.571958
C: -4.432957 -0.465567 -3.224690
C: -3.788181 0.733514 -3.156976
C: -2.599195 0.849742 -2.415803
N: -2.057151 -0.168092 -1.791666
C: -2.656687 -1.393498 -1.911192
C: -1.955277 -2.448805 -1.283662
O: -0.802371 -2.142075 -0.713472
H: -4.199115 -4.907943 -1.872289
H: -5.356042 -0.565245 -3.780102
H: -4.183376 1.607185 -3.655495
H: -2.094985 1.802001 -2.321442
O: 2.873436 -0.051134 1.866096
C: 1.742935 -0.096501 1.450370
O: 1.295805 0.548409 0.386913
C: 0.651716 -0.890676 2.123779
C: 0.859787 -1.542850 3.342163
C: -0.192323 -2.218337 3.886580
C: -1.447547 -2.189153 3.240350
C: -2.587183 -2.835800 3.784056
C: -3.790556 -2.760544 3.153576
C: -3.916619 -2.007823 1.961712
C: -2.839525 -1.382033 1.410288
C: -1.569055 -1.480205 2.021391
N: -0.473436 -0.874205 1.461261
H: 1.839606 -1.501960 3.796799
H: -0.085784 -2.763007 4.817052
H: -2.480470 -3.383159 4.712341
H: -4.655190 -3.257679 3.572101
H: -4.882250 -1.925808 1.478867
H: -2.952154 -0.781429 0.521585
C: -0.276676 2.740873 4.275224
C: -1.425471 3.716696 4.020572
C: -2.765852 3.112990 4.430378
C: -1.452518 4.197972 2.569169
N: -1.552907 3.080817 1.624522
C: -0.595502 2.322146 1.110635
N: -1.159628 1.445508 0.313443
N: -2.487886 1.706657 0.324960
N: -2.729200 2.689515 1.102954
H: -0.149091 2.575797 5.344465
H: 0.674479 3.114476 3.885084
H: -0.479040 1.766294 3.820092
H: -1.248262 4.618398 4.612928
H: -3.005144 2.236259 3.823275
H: -3.579464 3.831035 4.318198
H: -2.737537 2.796364 5.473039
H: -0.547926 4.752000 2.320316
H: -2.316424 4.830876 2.376822
H: 0.453907 2.385133 1.343179
C: 3.417411 -3.407157 1.044265
C: 3.767513 -3.146342 -0.412663
S: 3.142092 -1.556425 -0.953122
O: 1.634744 -1.748315 -0.814136
C: 3.492479 -1.680722 -2.714341
C: 4.858958 -1.086005 -3.034139
H: 3.859117 -4.352076 1.358236
H: 2.336117 -3.478045 1.162671
H: 3.791344 -2.614372 1.693392
H: 3.324526 -3.887765 -1.079080
H: 4.847766 -3.105931 -0.574121
H: 2.680928 -1.129084 -3.190703
H: 3.414585 -2.727425 -3.008224
H: 4.883920 -0.016042 -2.824519
H: 5.083496 -1.228036 -4.090430
H: 5.657643 -1.561707 -2.462069

Cartesian forces (eV/Å) of the 2 atoms listed first:
W 0.234 0.544 -0.971
C -0.304 0.024 0.030


# 3
# C40H43BaN9O8

A structure of composition C40H43BaN9O8 (wB97M-V/def2-TZVPD, the Open Molecules 2025 dataset).

The calculation puts the gap between HOMO and LUMO (alpha / beta) at 3.16 / 3.19 eV. The charge is -2. Its molecular weight is 915.17 u. For the total energy, the calculation gives -2670.16672 a.u.

Element x y z (Å)
Ba: -0.515609 -0.812853 0.240198
O: 1.125934 -3.387440 3.559084
C: 1.364601 -2.444136 2.502034
O: 0.699685 -2.678842 1.428737
C: 1.237608 -1.047329 3.141073
C: 1.646002 -0.761827 4.437231
C: 1.422893 0.521602 4.923728
C: 0.804645 1.461782 4.120476
C: 0.423191 1.087244 2.839597
N: 0.617531 -0.155036 2.380759
C: -0.460286 1.967218 1.921339
O: -1.532165 2.377597 2.837324
O: -0.916289 1.296607 0.880366
H: 0.519000 -3.995896 3.116720
H: 2.108886 -1.531254 5.047739
H: 1.733399 0.786861 5.928156
H: 0.621707 2.471840 4.464391
H: -2.330642 2.142942 2.354991
O: 3.217300 2.831911 3.519417
C: 2.607516 2.538405 2.452815
O: 2.762395 1.542792 1.705300
C: 1.577635 3.590195 1.983158
C: 2.078945 4.855543 1.860932
C: 1.331818 5.908607 1.326672
C: 0.024227 5.649643 0.830173
C: -0.766563 6.665446 0.249729
C: -2.027964 6.413779 -0.262922
C: -2.516128 5.112190 -0.232282
C: -1.756535 4.081967 0.321674
C: -0.502242 4.318973 0.909794
N: 0.262086 3.308520 1.570286
H: 3.090826 5.005475 2.209016
H: 1.741720 6.909830 1.252203
H: -0.354528 7.672478 0.227692
H: -2.616109 7.217021 -0.695032
H: -3.490496 4.878819 -0.650368
H: -2.120880 3.071157 0.260955
N: -1.709206 0.201323 -1.782844
C: -1.746269 1.096370 -2.523861
N: -1.766225 2.134325 -3.375363
C: -1.262782 3.464345 -3.022140
C: -2.274040 4.478794 -3.480129
O: -2.547003 4.330001 -4.886644
C: -3.046323 3.030512 -5.197019
C: -2.069263 1.953957 -4.788174
H: -0.310642 3.641276 -3.533376
H: -1.101281 3.528665 -1.950107
H: -1.900596 5.488724 -3.331729
H: -3.199054 4.351372 -2.909463
H: -3.212480 3.006251 -6.273142
H: -3.998577 2.863307 -4.681297
H: -1.154284 2.049050 -5.380966
H: -2.491591 0.963828 -4.949825
C: -4.902507 -2.520354 0.981250
C: -3.516051 -2.209234 1.544800
C: -2.997748 -3.493640 2.273477
C: -3.670741 -1.093014 2.614237
N: -2.665055 -1.797635 0.458644
H: -5.586847 -2.852893 1.779274
H: -4.824178 -3.310949 0.221006
H: -5.312336 -1.621547 0.501635
H: -3.600338 -3.780039 3.163368
H: -1.958681 -3.318270 2.592655
H: -3.000066 -4.327930 1.557549
H: -4.391342 -1.356688 3.410149
H: -4.002976 -0.177007 2.111726
H: -2.696952 -0.879522 3.086344
C: 2.746801 -0.969079 -0.763816
C: 1.518023 -0.582354 -1.633535
O: 1.755288 -0.245259 -2.824091
H: 3.693012 -1.136564 -1.351534
H: 2.495823 -1.862482 -0.170704
H: 2.895733 -0.132347 -0.056423
N: 6.882467 -3.782235 1.530916
C: 5.592051 -3.420788 1.753085
C: 5.283672 -2.209799 2.312708
C: 3.953453 -1.868273 2.491568
N: 2.988550 -2.682158 2.154064
C: 3.252950 -3.801066 1.547843
C: 4.542600 -4.222927 1.325161
H: 7.548741 -3.339693 2.140408
H: 7.032436 -4.772633 1.471644
H: 6.057998 -1.503089 2.586228
H: 3.653787 -0.891208 2.866799
H: 2.369785 -4.338611 1.220402
H: 4.728363 -5.153064 0.801158
N: 0.065019 -4.930321 -2.204100
C: -0.170322 -3.932564 -1.273549
N: -0.443599 -2.790904 -1.812639
C: -0.388928 -3.017763 -3.190759
C: -0.572253 -2.125756 -4.240617
C: -0.466295 -2.611554 -5.531349
C: -0.172601 -3.966700 -5.786558
C: 0.028457 -4.862560 -4.752642
C: -0.081807 -4.356484 -3.458634
H: 0.294345 -5.881347 -2.006376
H: -0.109438 -4.096237 -0.191756
H: -0.755810 -1.080269 -4.016733
H: -0.598604 -1.934624 -6.369423
H: -0.085976 -4.310695 -6.812627
H: 0.268600 -5.903807 -4.947307

Cartesian forces (eV/Å) of the 2 atoms listed first:
Ba 0.543 -2.380 -2.139
O 0.466 -0.129 -0.475


# 4
# C40H43F3IN8O11

A cluster of 6 separate species, C40H43F3IN8O11 in total (wB97M-V/def2-TZVPD, the Open Molecules 2025 dataset).

The calculation puts the gap between HOMO and LUMO at 7.40 eV. The charge is +1. Its molecular weight is 995.73 u. For the total energy, the calculation gives -3412.23961 a.u.

Element x y z (Å)
C: -1.142840 -3.995763 3.995882
C: -2.031242 -3.151180 4.469397
C: -3.379089 -3.000617 3.842733
N: -3.840387 -1.597505 3.584752
C: -4.774421 -1.547316 2.423764
C: -5.269816 -0.125186 2.215333
C: -6.092788 0.401673 3.390523
I: -6.062907 2.524852 3.374260
C: -2.814041 -0.667920 3.419787
N: -2.760657 0.506193 4.183910
C: -2.235787 0.374240 5.514062
F: -0.974555 -0.066524 5.450303
F: -2.279485 1.553418 6.109443
F: -2.923658 -0.501661 6.267998
N: -1.936442 -0.792820 2.486875
O: -1.079890 0.191784 2.156045
C: 0.321979 -0.060307 2.492076
C: 0.842451 -1.443470 2.120992
H: -1.281146 -4.450170 3.020910
H: -0.279630 -4.304584 4.568526
H: -1.808674 -2.582465 5.365433
H: -3.424390 -3.586321 2.917098
H: -4.117586 -3.423712 4.527263
H: -4.278291 -1.904006 1.509968
H: -5.587775 -2.241807 2.633841
H: -4.429669 0.541314 1.993518
H: -5.891529 -0.103366 1.319001
H: -5.692437 0.067363 4.345698
H: -7.123874 0.069931 3.315748
H: -3.715694 0.865317 4.271919
H: -1.944732 -1.612262 1.883331
H: 0.475650 0.195576 3.538263
H: 0.826410 0.694905 1.894207
H: 0.164831 -2.010455 1.482275
H: 1.105622 -2.024559 3.002381
H: 1.759687 -1.279603 1.556968
C: 6.144092 -1.170356 -2.775324
C: 6.069520 -0.963245 -1.403420
C: 4.902160 -0.484947 -0.832980
C: 3.822961 -0.229544 -1.662889
C: 3.870192 -0.426134 -3.033236
C: 5.049287 -0.899742 -3.586883
N: 2.581411 0.273049 -1.066595
O: 2.562860 0.476210 0.140036
O: 1.626053 0.467031 -1.790200
H: 7.054520 -1.546379 -3.215037
H: 6.926224 -1.175448 -0.778263
H: 4.827463 -0.308717 0.229274
H: 3.011089 -0.206329 -3.650470
H: 5.113424 -1.056339 -4.654095
C: -10.116046 7.584937 4.752995
C: -9.110446 8.509058 5.003609
C: -7.802145 8.228696 4.644490
C: -7.533842 7.016413 4.035501
C: -8.516776 6.078218 3.777282
C: -9.819770 6.372431 4.143893
N: -6.146046 6.721569 3.640708
O: -5.296403 7.547438 3.886660
O: -5.924055 5.658467 3.081370
H: -11.136374 7.811617 5.031967
H: -9.343830 9.452231 5.477827
H: -7.004867 8.932524 4.829588
H: -8.266830 5.143356 3.298641
H: -10.605213 5.654885 3.950311
C: -2.399093 2.923330 0.828853
C: -1.663433 2.759823 -0.337761
C: -1.370961 3.857815 -1.131465
C: -1.829632 5.098411 -0.730048
C: -2.567513 5.285103 0.423946
C: -2.852341 4.179671 1.209974
N: -1.511280 6.275602 -1.567340
O: -0.880716 6.082642 -2.586203
O: -1.900285 7.357935 -1.181369
H: -2.616811 2.065010 1.451193
H: -1.307343 1.781017 -0.632735
H: -0.799057 3.758726 -2.041760
H: -2.908760 6.272409 0.697024
H: -3.429710 4.303970 2.116991
C: 12.260767 -4.635283 -6.123027
C: 12.284273 -4.503344 -4.740745
C: 11.163479 -4.047342 -4.066284
C: 10.036069 -3.734727 -4.803769
C: 9.987833 -3.853835 -6.180869
C: 11.117483 -4.309308 -6.840828
N: 8.836198 -3.260683 -4.093873
O: 8.899449 -3.138266 -2.885387
O: 7.843971 -3.016862 -4.755258
H: 13.138464 -4.994182 -6.643801
H: 13.176633 -4.756324 -4.185072
H: 11.159946 -3.935683 -2.992661
H: 9.088277 -3.594789 -6.718400
H: 11.103529 -4.410064 -7.917266
C: 0.917575 -5.972447 -4.938636
C: 2.274249 -5.957646 -5.234090
C: 2.898409 -4.769432 -5.579082
C: 2.138462 -3.615159 -5.615461
C: 0.786537 -3.602439 -5.326746
C: 0.175924 -4.799074 -4.987037
N: 2.798051 -2.345907 -5.973722
O: 3.979599 -2.386209 -6.251574
O: 2.125162 -1.333886 -5.960602
H: 0.435582 -6.903821 -4.672156
H: 2.849193 -6.872758 -5.198656
H: 3.951169 -4.733319 -5.815734
H: 0.231048 -2.677874 -5.374096
H: -0.882228 -4.814751 -4.763664

Cartesian forces (eV/Å) of the 2 atoms listed first:
C 0.379 -0.482 -0.326
C -0.244 0.555 0.204